(P)
Formula: C8H8N4
Source: OMol25
Level of theory: ωB97M-V with the def2-TZVPD basis set

Results
E_LUMO   0.8 eV
E_HOMO   -7.958 eV
Multiplicity   1

Each line ends with the natural charge from an NBO analysis.
Atoms and positions in Å:
1 H 2.00460 0.44577 1.87127  0.22
2 H -1.84344 0.82737 2.53193  0.45
3 H -1.75430 1.29106 -2.98537  0.23
4 C -2.33026 1.79624 -0.88677  0.01
5 C -1.06720 -0.00955 -1.62880  -0.20
6 N -1.29980 0.13902 2.01111  -0.59
7 C -1.79287 1.07634 -1.92457  -0.27
8 N 0.12149 -1.32613 0.04844  -0.60
9 H 0.57237 -1.83877 -0.64247  0.38
10 C 0.72691 -1.30743 1.31029  0.16
11 N 0.22747 -1.95058 2.49575  -0.38
12 C -1.32388 0.48180 0.66311  0.32
13 N -2.13700 1.53905 0.42212  -0.44
14 C -0.69226 -0.27339 -0.35204  0.11
15 H 2.51086 -0.62489 0.30556  0.21
16 H 2.86573 -1.10182 1.93672  0.22
17 C -0.35578 -0.80126 2.21558  0.42
18 H -2.82903 2.73679 -1.16774  0.19
19 C 2.12624 -0.53741 1.34199  -0.66
20 H -0.57575 -0.50885 -2.51883  0.21



(Q)
Formula: C8H8N4
Source: OMol25
Level of theory: ωB97M-V with the def2-TZVPD basis set

Results
E_LUMO   0.5 eV
E_HOMO   -9.934 eV
Multiplicity   1

Each line ends with the natural charge from an NBO analysis.
Atoms and positions in Å:
1 N 1.24838 0.10382 0.34367  -0.46
2 H -0.19692 0.47848 3.16288  0.21
3 N 1.45227 1.42912 3.99407  -0.46
4 C 1.06605 1.17368 -0.44055  0.24
5 C 2.29394 0.16622 1.17967  0.07
6 H 2.45490 -0.70477 1.82857  0.21
7 C 2.84732 2.32368 0.36716  0.07
8 H 0.80977 4.41401 1.67641  0.21
9 C 0.41794 1.38796 3.14292  0.07
10 C 0.96970 3.54500 2.32820  0.07
11 N 2.01070 3.61222 3.16950  -0.46
12 C 0.13128 2.43710 2.27681  -0.31
13 C 3.13564 1.27171 1.22929  -0.31
14 C 2.19183 2.54471 3.95720  0.24
15 H 3.46454 3.23153 0.34614  0.21
16 H 3.04206 2.58911 4.65056  0.18
17 H -0.71895 2.39270 1.58345  0.24
18 H 3.98959 1.31216 1.91830  0.24
19 N 1.80845 2.28735 -0.47865  -0.46
20 H 0.21210 1.13323 -1.12956  0.18



Most stable: (Q). Least stable: (P).



(P)
Formula: C20H60O20
Source: OMol25
Level of theory: ωB97M-V with the def2-TZVPD basis set

Results
E_LUMO   0.1 eV
E_HOMO   -9.693 eV
Multiplicity   1

Each line ends with the Löwdin charge.
Atoms and positions in Å:
1 H -0.93388 3.96290 -1.42635  0.19
2 H -3.13888 -2.18610 3.39065  0.11
3 H 3.42712 -5.19710 1.07565  0.14
4 O -3.46188 -0.76810 4.64365  -0.07
5 O 1.49912 -0.73110 -1.18435  -0.05
6 C 0.49012 0.69690 0.64565  -0.23
7 O -1.95388 -4.54410 -1.37035  -0.11
8 H 0.60912 2.05690 -7.77335  0.05
9 H 3.57212 -1.56310 0.32465  0.16
10 O -3.53288 3.84690 -1.95735  0.00
11 C -1.21488 -1.18110 3.91865  -0.26
12 O -1.17788 1.25190 -5.68235  -0.06
13 H 2.99912 2.34790 6.28865  0.15
14 H 1.26412 0.91290 5.52665  0.16
15 H -2.95688 -0.12210 5.17965  0.07
16 H 0.04212 2.80390 -5.04135  0.12
17 O 2.01612 -0.63110 3.32365  -0.07
18 O 3.64612 -4.37510 0.53865  -0.10
19 H 3.25412 -3.02810 1.95165  0.10
20 H -2.76488 1.31290 -1.97935  0.17
21 H 2.18612 1.44090 2.98665  0.12
22 C -1.30888 3.69790 4.39865  -0.26
23 O -0.32188 1.74490 0.99065  0.05
24 O -2.72088 1.09390 -0.92035  -0.15
25 O 1.83612 -4.58110 -4.54535  -0.17
26 H -0.36788 0.00990 -1.31035  0.10
27 C 4.12412 -3.35110 1.42065  -0.26
28 H 0.61312 -2.84810 -4.13135  0.15
29 H -2.60488 -2.70610 4.77765  0.10
30 C 2.49312 0.63290 3.62465  -0.27
31 C 0.30912 -4.10810 -0.97535  -0.14
32 H -0.33988 3.33590 2.78765  -0.07
33 H 0.38512 -4.73510 -0.13535  0.09
34 H -2.96388 -4.11310 -1.40035  0.19
35 H 1.64712 -2.82310 -5.54335  0.10
36 H -1.32488 -0.27210 3.22065  0.14
37 H 0.64312 -4.73510 -1.85835  0.13
38 H -2.11488 2.66390 6.64465  0.10
39 H 0.76112 0.26790 -6.60935  0.14
40 C -1.15188 -3.44210 -1.19135  -0.29
41 O 3.08012 2.12490 5.28065  -0.09
42 H 0.22412 -0.18610 1.17465  0.11
43 C -1.41288 2.32590 4.81765  -0.24
44 H 5.29512 -2.33110 0.25065  0.10
45 H 0.29512 0.99590 -4.34135  0.12
46 O -0.24788 3.78590 3.48565  0.01
47 H -2.75288 4.58190 -3.73335  0.08
48 H 5.04712 -3.89010 1.99165  0.19
49 H -1.16688 2.97590 -3.01835  0.10
50 H -3.74288 3.13290 -2.40135  -0.03
51 H -3.62388 -0.36710 0.47865  0.15
52 C 2.43412 0.89590 5.08065  -0.27
53 H -1.10688 4.35890 5.18865  0.10
54 O 5.02812 -1.27810 1.87165  -0.03
55 C 2.95412 -2.58010 -3.63035  -0.28
56 O -0.34988 -2.20610 3.63065  -0.01
57 H -2.72788 5.68190 -2.48635  0.14
58 C 1.79312 -3.14510 -4.47835  -0.29
59 H -0.42688 1.90290 5.26065  0.13
60 H 0.57712 1.26390 -1.39535  0.12
61 H -4.33388 -0.38310 -1.10935  0.13
62 H -1.21588 -2.71610 -2.06935  0.11
63 H -5.45488 1.78890 -1.21135  0.15
64 O 2.96112 -1.23910 -3.40535  -0.03
65 H 2.94812 -3.14310 -2.49535  0.17
66 C -2.57788 -1.79610 4.24465  -0.23
67 H 1.72712 -4.89110 -5.61235  0.19
68 C -1.22688 4.05290 -2.64835  -0.26
69 H 2.16712 -3.69610 -0.47235  0.04
70 H 0.43812 -1.87510 3.35465  -0.01
71 C 0.02712 1.70590 -5.12735  -0.24
72 H -1.41888 1.76290 3.89565  0.10
73 H 2.67412 -1.24110 3.71165  0.11
74 H -0.94788 5.28490 -4.09235  0.09
75 C -3.84988 0.35190 -0.38435  -0.24
76 O -0.42988 5.02690 -3.30535  -0.07
77 O -6.17088 0.85890 0.30665  -0.06
78 O -2.32888 2.04290 5.92265  -0.07
79 H 3.84512 -2.92010 -4.26735  0.14
80 C 1.02912 1.27490 -6.19235  -0.26
81 C 0.56312 0.33190 -0.83135  -0.17
82 H 3.50212 0.58290 3.21165  0.12
83 O 1.25812 2.29790 -7.15335  -0.02
84 H -5.92788 0.40690 1.04965  0.02
85 H 1.53012 0.97890 0.77765  0.13
86 H -0.82388 -0.81910 4.72665  0.05
87 H 4.84812 -0.46110 1.55665  0.01
88 C -2.62888 4.61390 -2.72835  -0.25
89 H 1.91212 1.02590 -5.61535  0.11
90 H -1.08488 1.67190 0.68665  -0.06
91 C 4.47012 -2.10910 0.80865  -0.22
92 H 1.31112 -1.53510 -0.85835  -0.04
93 C -4.95388 1.36690 -0.26635  -0.27
94 H -1.10988 1.60290 -6.52835  0.03
95 H -4.57488 2.27190 0.44465  0.16
96 O 1.33112 -3.20410 -0.41935  -0.14
97 H -2.17188 4.19990 3.72665  0.18
98 H 2.48312 -1.01810 -2.69135  -0.03
99 H 2.96412 0.21890 5.66665  0.09
100 H -1.38988 -2.75610 -0.25735  0.14



(Q)
Formula: C20H60O20
Source: OMol25
Level of theory: ωB97M-V with the def2-TZVPD basis set

Results
E_LUMO   0.0 eV
E_HOMO   -8.757 eV
Multiplicity   1

Each line ends with the Löwdin charge.
Atoms and positions in Å:
1 O 4.32765 4.22463 2.83440  -0.07
2 H 0.47380 1.89752 -4.57764  0.09
3 O 2.94442 -1.65105 3.81090  -0.01
4 H 1.43463 -5.05964 -5.39980  0.09
5 H -1.14802 -2.69130 -1.93919  0.05
6 H -1.12258 2.52786 4.53364  0.12
7 H 0.99375 5.32415 -0.01865  0.11
8 H -0.49152 -6.00267 -0.78102  0.12
9 H 2.94795 -5.56807 -3.85687  0.12
10 H 1.30709 7.35116 -3.02402  0.08
11 C 2.41209 -4.61958 -3.89325  -0.28
12 H 0.34576 -5.21592 2.07361  0.12
13 C 3.55465 -2.95969 1.94018  -0.25
14 H -3.12441 -4.51333 -2.15247  0.11
15 H -2.71742 0.23657 3.05934  0.06
16 C 3.20005 3.97642 1.95243  -0.19
17 H -4.76367 -2.74844 -2.05493  0.11
18 H 3.04046 -1.70840 -2.78080  0.07
19 H -5.38920 -2.13756 3.27977  0.08
20 H 1.58308 -2.78775 2.51151  0.09
21 C -0.70102 2.76784 3.55752  -0.18
22 H 3.47651 -3.94183 1.47391  0.12
23 H 0.12585 1.20731 -1.90662  0.12
24 H -0.56310 6.02316 0.15783  0.12
25 C -0.57878 0.96084 -1.11236  -0.15
26 H -0.91405 -7.92490 0.54009  0.09
27 H -1.50602 1.53220 -3.92728  0.11
28 H 3.57535 4.16184 0.94601  0.12
29 H 2.46795 -3.74514 3.42352  0.13
30 H 2.99037 0.86594 2.99175  0.08
31 H -3.00014 3.75255 -4.26491  0.12
32 O 1.04795 6.51689 -2.62596  -0.05
33 H -1.53408 0.64552 -1.53197  0.10
34 H -0.36163 -0.41808 0.68476  0.09
35 H -3.65450 -2.36502 -3.38949  0.12
36 H 1.32654 -1.43707 -0.98726  0.06
37 C -0.58639 -6.04912 0.30385  -0.26
38 H -0.65466 3.86211 -0.72382  0.04
39 H -3.43177 -1.08818 -0.88620  0.05
40 H 0.35475 2.50518 3.62426  0.10
41 H -3.36245 -3.25685 2.95059  0.11
42 C -3.33319 -2.19325 3.18721  -0.20
43 O 3.27812 1.77476 3.10505  -0.02
44 O -1.44920 -3.51598 -2.32753  -0.05
45 H 1.19332 0.10243 0.09611  0.11
46 H 2.83443 -1.86739 4.73971  0.10
47 C 2.95599 2.47248 2.02072  -0.33
48 H -0.50053 7.37357 -1.55599  0.11
49 C 0.41549 6.81179 -1.37317  -0.26
50 O 0.38619 -1.27947 -1.09912  -0.08
51 O -3.44897 -1.11973 -1.84553  -0.07
52 H -0.04120 -3.15351 1.61666  0.06
53 C 0.18318 -0.15545 -0.22205  -0.17
54 H 4.07318 -2.04700 0.25881  0.09
55 H 1.27060 -4.81706 0.69109  0.11
56 H 1.92796 2.27074 1.71980  0.10
57 O -1.35694 4.84391 -3.76466  -0.04
58 H -2.45622 -1.98266 3.79933  0.12
59 C 2.55064 -2.73956 3.01111  -0.26
60 O -0.85655 2.19222 -0.47699  -0.10
61 O -1.23544 2.11529 2.36559  -0.09
62 C -2.73827 -3.54069 -1.84755  -0.28
63 H -2.57979 -3.74419 -0.78851  0.10
64 H 2.29120 4.49442 2.25865  0.10
65 O -3.39017 0.14968 2.38003  -0.07
66 H -1.67084 2.43323 -5.42874  0.11
67 H 4.38315 5.15310 3.07205  0.08
68 C -0.61775 4.31128 3.33539  -0.26
69 H 4.29112 -3.61637 -3.44688  0.12
70 O -0.24665 -3.67868 0.83975  -0.07
71 C 0.11800 5.62442 -0.59398  -0.32
72 H -0.27281 4.37178 2.30318  0.11
73 H -2.24585 3.30241 -2.66652  0.11
74 C -3.75048 -2.43453 -2.30596  -0.20
75 H -4.24673 -1.47576 1.34065  0.12
76 O -1.83646 4.97480 3.45076  -0.04
77 O -0.33299 4.55588 -1.30417  -0.03
78 C -2.08350 3.66450 -3.68172  -0.27
79 O -0.00561 2.66495 -4.25700  -0.07
80 H -1.10167 2.12076 0.44843  0.05
81 H -2.54823 -1.40960 1.31353  0.09
82 H 1.62649 -4.72957 -3.14569  0.11
83 C 3.22447 -3.57260 -3.22682  -0.24
84 H 3.10696 -3.72063 -2.15334  0.11
85 O 2.00753 -4.31574 -5.19979  -0.02
86 C 0.24084 -4.95611 1.02024  -0.25
87 O -4.61723 -2.11183 3.84986  -0.09
88 O 2.65696 -2.26419 -3.46316  -0.05
89 H 4.52673 -2.80969 2.40994  0.13
90 H 3.52503 2.02746 1.20448  0.12
91 O 3.31534 -2.09865 0.84584  -0.06
92 H -1.65674 -5.89499 0.44065  0.12
93 H -2.12617 4.83050 4.35456  0.09
94 H 0.09902 4.64032 4.08776  0.12
95 C -1.40679 2.52110 -4.37486  -0.25
96 H -2.04982 5.50748 -3.79920  0.09
97 C -3.39497 -1.23987 1.97859  -0.23
98 H -2.08137 2.52403 2.16831  0.09
99 O -0.18506 -7.31318 0.66651  -0.05
100 H 1.05694 7.51868 -0.84692  0.12



Most stable: (Q). Least stable: (P).



(P)
Formula: C3H5NO4
Source: OMol25
Level of theory: ωB97M-V with the def2-TZVPD basis set

Results
E_LUMO (alpha / beta)   -0.5 / -0.6 eV
E_HOMO (alpha / beta)   -8.886 / -8.118 eV
Multiplicity   1

Each line ends with the natural charge from an NBO analysis.
Atoms and positions in Å:
1 O -2.58713 1.72899 -0.44961  -0.35
2 O -1.87844 -1.25467 -0.50750  -0.47
3 H -0.26088 -2.20750 0.63004  0.13
4 N -3.17835 0.96758 0.25590  0.46
5 H 2.38697 0.80081 -1.00175  0.19
6 H -0.19495 0.50330 -0.58465  0.18
7 C -0.72330 -1.36244 -0.00246  0.15
8 C 0.17591 -0.32634 -0.12942  0.16
9 H 2.22617 1.35091 0.53578  0.18
10 H 3.37299 0.05476 0.51574  0.22
11 O 1.36650 -0.50947 0.26358  -0.44
12 C 2.40236 0.46916 0.06853  -0.25
13 O -3.10788 -0.21510 0.40583  -0.16



(Q)
Formula: C3H5NO4
Source: OMol25
Level of theory: ωB97M-V with the def2-TZVPD basis set

Results
E_LUMO   0.7 eV
E_HOMO   -9.840 eV
Multiplicity   1

Each line ends with the natural charge from an NBO analysis.
Atoms and positions in Å:
1 H -0.39832 -1.57405 -0.39162  0.21
2 H -1.43510 -0.28289 1.52858  0.22
3 C 0.24215 0.61979 -0.99101  0.86
4 H 1.04960 -1.83422 0.62461  0.20
5 H -0.07339 -0.76365 2.54699  0.22
6 O 0.72394 0.11201 0.07634  -0.48
7 H -1.16557 -1.99128 1.89569  0.23
8 O -0.00590 2.96056 -1.95014  -0.12
9 O 1.18087 2.45272 -2.48544  -0.13
10 C -0.67487 -1.04428 1.68745  -0.63
11 O -0.50463 0.26220 -1.82872  -0.55
12 N 0.87168 2.26803 -1.16013  0.05
13 C 0.18953 -1.18494 0.44740  -0.08



(R)
Formula: C3H5NO4
Source: OMol25
Level of theory: ωB97M-V with the def2-TZVPD basis set

Results
E_LUMO   0.5 eV
E_HOMO   -10.206 eV
Multiplicity   1

Each line ends with the natural charge from an NBO analysis.
Atoms and positions in Å:
1 H 2.05760 -1.39474 0.57272  0.20
2 O -2.25920 -0.57740 0.86909  -0.68
3 O -0.95373 -1.41404 -0.77118  -0.56
4 H 0.91862 2.17111 0.02758  0.39
5 H 0.93787 -1.06853 -0.72372  0.23
6 O 1.16919 0.49966 0.75898  -0.37
7 C -1.32622 -0.48200 -0.15161  0.73
8 H -2.77312 -1.31940 0.77319  0.49
9 O -1.76957 1.98050 -0.32896  -0.55
10 C 1.73166 -0.60137 -0.05995  -0.30
11 N 0.49267 1.21110 -0.11711  -0.33
12 H 2.62505 -0.10952 -0.68482  0.18
13 C -0.85082 1.10463 -0.16422  0.57



(S)
Formula: C3H5NO4
Source: OMol25
Level of theory: ωB97M-V with the def2-TZVPD basis set

Results
E_LUMO   -0.3 eV
E_HOMO   -7.508 eV
Multiplicity   1

Each line ends with the natural charge from an NBO analysis.
Atoms and positions in Å:
1 O 2.33947 -0.35952 -0.53827  -0.65
2 O -0.54503 2.48375 0.83562  -0.56
3 H -1.82702 0.32167 -0.60318  0.44
4 H 0.75586 -1.87061 1.20024  0.49
5 O 1.29630 1.88417 2.05014  -0.49
6 C 0.02166 -0.38317 -0.09567  0.04
7 H -1.86353 -1.45242 -0.30708  0.44
8 C 0.39474 2.13346 1.40047  1.04
9 H -1.35680 -0.85756 -1.73454  0.42
10 C 1.14903 -0.30888 -0.87694  0.21
11 H 0.97227 0.13000 -1.76543  0.09
12 N -1.33824 -0.55511 -0.70287  -0.72
13 O 0.00129 -1.16578 1.13752  -0.77



Most stable: (S). Least stable: (P).



(P)
Formula: H2KO
Source: OMol25
Level of theory: ωB97M-V with the def2-TZVPD basis set

Results
E_LUMO   -4.3 eV
Net charge   +1
E_HOMO   -17.374 eV
Multiplicity   1

Each line ends with the natural charge from an NBO analysis.
Atoms and positions in Å:
1 H 0.41061 -2.19054 -3.04965  0.52
2 K 0.08526 -0.58385 -0.54023  0.99
3 H 1.00859 -2.83297 -1.76343  0.50
4 O 0.29585 -2.22937 -2.07313  -1.01



(Q)
Formula: H2KO
Source: OMol25
Level of theory: ωB97M-V with the def2-TZVPD basis set

Results
E_LUMO   -4.3 eV
Net charge   +1
E_HOMO   -17.910 eV
Multiplicity   1

Each line ends with the Löwdin charge.
Atoms and positions in Å:
1 O -0.08967 2.91693 -0.94717  -0.32
2 H -0.45123 2.88717 -1.86185  0.09
3 H 0.47406 3.72325 -0.92940  0.11
4 K -0.03295 1.04204 -0.35080  1.12



Most stable: (P). Least stable: (Q).